Entry 1:
The following is a quantum chemistry calculation of a structure of composition C29H66ClFIN8O5P at a distorted geometry, from OMol25.

Values from the calculation:
* orbital gap: 7.27 eV
* 2S+1: 1
* maximum force: 1.97 eV/Å
* DFT total energy: -3157.66573 hartree

XYZ file:
```
112
Properties=species:S:1:pos:R:3:mulliken_charge:R:1
C 1.37 -1.86 2.28 -1.0088
C 1.13 -1.82 0.93 -0.5928
C 0.11 -0.92 0.33 -0.4028
C 0.40 -0.27 -1.05 1.7749
Cl 2.20 0.10 -0.96 -0.3282
C 0.10 -1.27 -2.17 -0.1751
C 1.20 -1.74 -3.15 -0.5842
N 2.14 -2.67 -2.45 -0.3233
N 1.88 -0.69 -3.87 -0.2665
N 0.44 -2.48 -4.18 -0.7751
O -0.27 0.96 -1.00 0.1203
C -1.07 1.81 -1.82 2.4902
C -0.25 3.12 -2.04 -1.0565
C 1.04 3.29 -1.24 0.0721
O 1.12 3.20 -0.05 -0.6538
N 2.13 3.71 -2.01 0.3087
C 2.53 2.81 -3.10 -1.0022
C 3.28 4.07 -1.18 -1.2617
C -1.52 1.44 -3.27 -0.9296
F -0.38 1.05 -3.96 -0.4496
C -2.66 0.50 -3.63 -0.4086
C -3.40 1.00 -4.89 -1.5101
C -2.26 2.19 -0.84 -1.2863
I -3.85 3.32 -1.87 0.1239
O -1.64 2.89 0.16 0.1997
C -2.20 3.82 1.10 0.4601
C -3.48 3.38 1.82 -1.7636
C -2.35 5.27 0.65 -1.1600
C -1.08 6.01 0.16 -0.3297
C -1.26 6.64 -1.23 -1.0668
C -0.01 6.71 -2.10 -0.3052
N 1.19 7.11 -1.34 -0.5932
P -3.11 0.66 -0.09 0.6868
N -2.84 -0.77 -0.69 -0.4793
H 1.84 -1.04 2.82 0.3303
H 1.17 -2.78 2.82 0.2562
H 1.68 -2.50 0.27 0.3602
H -0.11 -0.12 1.05 0.1708
H -0.78 -1.55 0.25 0.1261
H -0.23 -2.20 -1.70 1.0476
H -0.72 -0.96 -2.79 -1.0904
H 3.08 -2.45 -2.76 0.2389
H 1.98 -3.60 -2.80 0.2402
H 2.77 -0.43 -3.47 0.2896
H 1.93 -0.86 -4.86 0.2117
H 1.08 -2.82 -4.89 0.2999
H -0.05 -3.27 -3.77 0.2979
H 0.04 3.18 -3.09 1.2774
H -0.88 4.00 -1.89 -1.1827
H 2.94 3.38 -3.94 0.3687
H 3.31 2.13 -2.75 0.3037
H 1.72 2.19 -3.46 0.2861
H 2.99 4.81 -0.45 0.3837
H 3.73 3.19 -0.71 0.3238
H 4.03 4.51 -1.84 0.4222
H -1.77 2.41 -3.71 1.0938
H -3.40 0.41 -2.84 0.2394
H -2.31 -0.50 -3.85 0.2415
H -4.25 1.62 -4.59 0.2921
H -2.74 1.56 -5.56 0.3345
H -3.83 0.15 -5.41 0.4399
H -1.45 3.86 1.89 0.2067
H -3.46 2.35 2.15 0.4634
H -4.39 3.60 1.25 0.3102
H -3.53 3.99 2.72 0.5619
H -2.69 5.77 1.56 0.3805
H -3.14 5.42 -0.08 0.3739
H -0.18 5.40 0.21 0.1536
H -0.91 6.84 0.84 0.7176
H -1.66 7.65 -1.12 0.5459
H -2.02 6.09 -1.80 0.1992
H -0.21 7.44 -2.90 0.4951
H 0.17 5.77 -2.62 0.0564
H 1.32 8.11 -1.47 0.2552
H 2.00 6.71 -1.81 0.1779
H -4.49 0.93 -0.13 -0.0142
H -2.75 0.72 1.26 -0.0528
H -2.20 -0.75 -1.47 0.0023
C 4.94 -3.22 3.66 -1.2903
C 4.27 -4.11 4.72 0.2932
C 5.21 -5.17 5.31 -0.7145
O 5.44 -6.28 4.47 -0.3764
C 6.45 -6.11 3.49 -0.6388
N 3.05 -4.68 4.15 -0.5209
H 5.04 -3.74 2.71 0.2671
H 4.33 -2.34 3.48 0.2331
H 5.93 -2.89 3.98 0.3690
H 3.98 -3.46 5.55 0.3387
H 4.73 -5.58 6.20 0.3486
H 6.16 -4.73 5.62 0.4010
H 7.26 -5.47 3.85 0.2970
H 6.04 -5.68 2.56 0.2311
H 6.85 -7.09 3.25 0.2566
H 2.54 -5.18 4.87 0.2617
H 3.33 -5.40 3.49 0.2575
C -3.68 -3.81 0.79 -1.6849
C -3.39 -2.93 1.99 1.7358
C -2.49 -3.59 3.05 -0.7287
O -3.14 -4.55 3.87 -0.4638
C -3.25 -5.84 3.31 -0.6764
N -4.65 -2.46 2.56 -0.7324
H -4.42 -4.58 1.02 0.4365
H -4.08 -3.20 -0.02 0.3474
H -2.77 -4.30 0.43 0.3336
H -2.84 -2.06 1.62 -0.7328
H -2.14 -2.81 3.73 0.3653
H -1.60 -4.03 2.58 0.3876
H -2.38 -6.09 2.70 0.2935
H -4.16 -5.95 2.72 0.2454
H -3.30 -6.55 4.14 0.2779
H -4.46 -1.78 3.30 0.3015
H -5.08 -3.24 3.05 0.3208
```

***

Entry 2:
The following is a quantum chemistry calculation of a cluster of 8 separate species, C29H67BrCl2INO11 in total at a distorted geometry, from OMol25.

Values from the calculation:
* orbital gap: 8.70 eV
* 2S+1: 1
* maximum force: 9.28 eV/Å
* SMILES string: CCN(CC[C@](COCI)(CC(=O)Br)OC[C@H](Cl)[C@H](C)Cl)C(C)=O.CCO.CCO.CCO.CCO.CCO.CCO.CCO
* DFT total energy: -5819.21850 hartree

XYZ file:
```
112
Properties=species:S:1:pos:R:3:mulliken_charge:R:1
C -0.98 0.34 5.87 -0.8645
C -0.52 0.49 4.29 -0.4125
N -1.79 0.51 3.46 0.6058
C -1.97 -0.78 2.66 -0.2414
C -3.14 -1.63 3.44 -0.5272
C -3.59 -3.03 2.73 1.4689
C -2.26 -4.04 2.87 -1.1477
O -2.21 -4.39 4.33 -0.2220
C -0.81 -4.63 4.73 -0.6623
I -0.93 -5.34 6.84 -0.0108
C -3.76 -2.75 1.13 -0.3272
C -2.53 -3.27 0.18 0.1039
O -2.61 -4.55 -0.29 -0.5317
Br -0.93 -2.22 -0.41 -0.1442
O -4.68 -3.77 3.37 -0.4612
C -5.82 -2.99 3.80 -0.3976
C -6.79 -2.41 2.57 -0.0744
Cl -6.41 -0.67 2.07 -0.0674
C -8.37 -2.44 3.07 -0.2014
C -8.64 -1.61 4.46 -0.8331
Cl -9.10 -4.17 3.09 -0.1784
C -1.92 1.74 2.60 -0.0578
C -1.10 2.08 1.22 -0.4151
O -2.81 2.68 3.02 -0.6158
H -0.95 1.41 6.37 0.2845
H -2.08 -0.05 5.91 0.1908
H -0.31 -0.41 6.47 0.2623
H 0.28 -0.29 3.97 0.3029
H 0.01 1.56 4.22 0.3564
H -0.96 -1.34 2.52 0.0769
H -2.30 -0.41 1.57 -0.0447
H -2.72 -1.84 4.53 -0.0278
H -4.04 -0.86 3.62 0.1419
H -1.25 -3.49 2.65 0.3583
H -2.41 -5.06 2.32 0.4108
H -0.31 -5.48 4.12 0.3853
H -0.19 -3.63 4.76 0.3052
H -3.99 -1.60 0.88 0.2700
H -4.74 -3.33 0.78 0.2091
H -6.54 -3.75 4.38 0.3281
H -5.61 -2.13 4.57 0.2419
H -6.74 -3.08 1.60 0.2884
H -8.98 -1.86 2.22 0.3918
H -7.84 -1.80 5.31 0.2350
H -8.73 -0.45 4.33 0.1879
H -9.67 -2.02 4.89 0.3416
H 0.06 1.89 1.27 0.2009
H -1.36 3.16 0.80 0.2839
H -1.52 1.33 0.39 0.1711
C 1.17 4.44 -1.80 -1.1895
C 1.65 3.15 -1.17 0.6768
O 0.54 2.31 -0.86 -0.3745
H 0.48 4.97 -1.12 0.3203
H 2.01 5.10 -2.03 0.2904
H 0.61 4.23 -2.72 0.3536
H 2.19 3.36 -0.23 0.1726
H 2.33 2.61 -1.84 -0.4232
H 0.08 2.13 -1.70 0.2235
C -6.71 3.11 0.53 -0.5248
C -7.25 3.92 1.69 -0.2251
O -8.50 3.39 2.11 -0.5063
H -7.42 3.12 -0.31 0.2855
H -5.75 3.51 0.19 0.3008
H -6.58 2.06 0.82 -0.0894
H -7.40 4.96 1.39 0.2892
H -6.56 3.90 2.54 0.2324
H -8.35 2.47 2.38 0.2730
C 6.59 2.44 -0.71 -1.1562
C 5.09 2.24 -0.83 -0.1803
O 4.54 3.20 -1.71 -0.4512
H 6.81 3.45 -0.34 0.2920
H 7.03 1.71 -0.03 0.3540
H 7.07 2.35 -1.69 0.3317
H 4.61 2.35 0.15 0.3066
H 4.86 1.24 -1.21 0.2559
H 4.96 3.08 -2.58 0.2507
C 2.59 0.83 -5.58 -0.9548
C 2.05 1.64 -4.42 0.1060
O 0.80 1.11 -4.00 -0.5020
H 1.88 0.85 -6.42 0.3116
H 3.55 1.23 -5.92 0.3573
H 2.72 -0.22 -5.30 0.0674
H 1.90 2.68 -4.72 0.2945
H 2.74 1.62 -3.58 -0.0016
H 0.95 0.19 -3.73 0.2968
C 4.86 -4.29 -5.38 -0.9572
C 4.51 -2.84 -5.09 -0.2094
O 4.14 -2.18 -6.29 -0.5196
H 5.69 -4.34 -6.10 0.2075
H 5.15 -4.81 -4.47 0.2982
H 4.01 -4.81 -5.84 0.3469
H 5.37 -2.32 -4.65 0.2740
H 3.67 -2.78 -4.38 0.2209
H 3.37 -2.64 -6.66 0.3011
C 9.19 -6.17 -6.79 -1.0335
C 8.65 -5.36 -5.63 -0.2191
O 7.40 -5.88 -5.21 -0.4673
H 8.48 -6.15 -7.63 0.2758
H 10.15 -5.77 -7.13 0.3263
H 9.32 -7.21 -6.51 0.3169
H 8.50 -4.31 -5.93 0.2720
H 9.34 -5.38 -4.79 0.2874
H 7.55 -6.81 -4.94 0.2654
C 2.52 8.10 0.09 -0.7507
C 3.99 7.91 0.42 -0.2440
O 4.18 6.65 1.06 -0.4971
H 1.92 8.05 1.00 0.2546
H 2.36 9.07 -0.40 0.3332
H 2.17 7.31 -0.57 0.1054
H 4.34 8.69 1.10 0.2935
H 4.60 7.94 -0.48 0.2462
H 3.88 5.96 0.44 0.2713
```

***

Entry 3:
The following is a quantum chemistry calculation of a cluster of 6 separate species, C29H67N3O6 in total at a distorted geometry, from OMol25.

Values from the calculation:
* energy relative to the best compared isomer or geometry (same formula, charge and spin): 66.1 kcal/mol
* orbital gap: 8.46 eV
* 2S+1: 1
* maximum force: 5.37 eV/Å
* SMILES string: CC1(C)CCCC(C)(C)N1O.CC1(C)CCCC(C)(C)N1O.CC1(C)CCCC(C)(C)N1O.CCO.O.O
* DFT total energy: -1760.58752 hartree

XYZ file:
```
105
Properties=species:S:1:pos:R:3:mulliken_charge:R:1
C -15.44 7.51 18.28 -1.0068
C -16.40 6.78 17.40 -0.1557
O -16.91 5.53 17.81 -0.5415
H -15.06 8.45 17.86 0.3174
H -14.60 6.85 18.50 0.2800
H -15.89 7.61 19.27 0.2869
H -15.94 6.57 16.43 0.2544
H -17.27 7.42 17.28 0.2474
H -17.59 5.24 17.21 0.3183
C -23.51 15.15 23.24 -1.9367
C -23.66 13.65 22.92 1.4423
C -22.31 13.05 23.15 -1.0829
C -22.31 11.53 23.25 -0.6850
C -23.10 11.18 24.58 -1.3524
C -24.62 11.68 24.40 1.6346
N -24.61 13.14 23.95 0.1609
O -25.83 13.58 23.72 -0.4853
C -25.23 10.76 23.34 -1.6580
C -25.29 11.59 25.72 -1.7506
C -24.12 13.48 21.40 -1.6628
H -23.17 15.35 24.26 0.4339
H -24.38 15.79 23.15 0.3754
H -22.79 15.69 22.62 0.4233
H -21.62 13.22 22.32 0.4274
H -21.81 13.36 24.07 0.3518
H -21.29 11.17 23.30 0.3910
H -22.73 11.01 22.39 0.3477
H -22.53 11.55 25.43 0.3947
H -23.14 10.11 24.76 0.4576
H -24.84 11.01 22.36 0.3296
H -24.85 9.74 23.25 0.3606
H -26.31 10.75 23.25 0.3063
H -24.62 11.96 26.49 0.3410
H -26.27 12.06 25.61 0.4881
H -25.66 10.61 26.00 0.3733
H -23.66 14.28 20.82 0.4827
H -25.16 13.74 21.21 0.3338
H -23.75 12.51 21.05 0.3593
H -26.21 13.68 24.60 0.3982
C -13.77 21.02 15.75 -1.6507
C -14.59 20.50 16.93 1.9817
C -16.05 20.75 16.61 -1.3919
C -16.71 19.84 15.57 -0.6401
C -16.52 18.42 16.07 -1.3073
C -15.05 18.03 16.31 1.0981
N -14.48 19.03 17.22 0.1305
O -13.19 18.66 17.53 -0.4494
C -15.04 16.67 17.10 -1.8411
C -14.30 17.87 14.90 -1.1745
C -14.28 21.23 18.22 -2.0128
H -13.75 22.11 15.72 0.4264
H -14.19 20.75 14.78 0.3305
H -12.77 20.59 15.70 0.3147
H -16.62 20.60 17.53 0.3790
H -16.17 21.82 16.41 0.4746
H -16.36 20.06 14.56 0.3232
H -17.77 20.04 15.41 0.3951
H -16.98 17.68 15.40 0.4299
H -17.00 18.31 17.04 0.3935
H -14.06 16.19 17.14 0.3580
H -15.44 16.80 18.10 0.4305
H -15.69 15.98 16.56 0.4075
H -14.65 18.64 14.21 0.3376
H -13.23 18.03 15.08 0.2267
H -14.59 17.01 14.29 0.4366
H -14.35 22.32 18.31 0.3656
H -13.32 20.99 18.68 0.4061
H -14.92 20.88 19.03 0.4437
H -12.85 18.41 16.67 0.3783
C -28.20 1.28 15.63 -1.8911
C -28.30 1.29 17.21 1.8785
C -28.07 -0.18 17.74 -1.2465
C -26.64 -0.62 17.87 -0.6637
C -25.84 0.36 18.61 -1.0867
C -25.89 1.74 17.88 1.3411
N -27.33 2.20 17.78 0.2189
O -27.55 3.52 17.49 -0.4427
C -25.03 2.60 18.80 -1.9171
C -25.20 1.66 16.51 -1.6906
C -29.72 1.80 17.59 -2.1040
H -29.18 1.29 15.15 0.4795
H -27.67 0.48 15.12 0.3144
H -27.79 2.24 15.31 0.4147
H -28.64 -0.42 18.64 0.4544
H -28.52 -0.95 17.10 0.3606
H -26.23 -0.85 16.89 0.3050
H -26.65 -1.57 18.39 0.4087
H -24.82 -0.03 18.58 0.4638
H -26.25 0.38 19.62 0.3499
H -24.14 2.09 19.15 0.3836
H -24.80 3.57 18.36 0.3804
H -25.55 2.87 19.72 0.4382
H -24.21 1.22 16.66 0.3982
H -25.71 1.08 15.74 0.3440
H -25.12 2.68 16.13 0.3901
H -30.56 1.11 17.48 0.4438
H -30.04 2.71 17.08 0.3917
H -29.79 1.98 18.66 0.5071
H -27.88 3.75 18.36 0.3761
O -17.70 10.67 11.98 -0.6373
H -18.63 10.46 12.05 0.3196
H -17.67 11.52 11.55 0.3182
O -14.10 6.71 11.56 -0.6393
H -13.15 6.88 11.51 0.3186
H -14.49 7.58 11.52 0.3200
```

***

Entry 4:
The following is a quantum chemistry calculation of a cluster of 11 separate species, C29H71N3O22S7 in total at a distorted geometry, from OMol25.

Values from the calculation:
* energy relative to the best compared isomer or geometry (same formula, charge and spin): 15.2 kcal/mol
* orbital gap: 9.82 eV
* 2S+1: 1
* maximum force: 3.81 eV/Å
* SMILES string: CCOS(C)(=O)=O.CCOS(C)(=O)=O.CCOS(C)(=O)=O.CCOS(C)(=O)=O.CCOS(C)(=O)=O.CCOS(C)(=O)=O.CCOS(C)(=O)=O.CC#N.CC#N.CC#N.CCO
* DFT total energy: -5754.16610 hartree

XYZ file:
```
132
Properties=species:S:1:pos:R:3:mulliken_charge:R:1
C 0.03 -1.40 -0.80 -0.3351
C -0.58 -0.16 -0.23 0.9841
O 0.36 0.73 0.19 -0.2440
H 0.76 -1.13 -1.56 0.0770
H -0.73 -2.15 -1.03 0.0123
H 0.70 -1.86 -0.07 0.0377
H -1.19 -0.39 0.64 0.0909
H -1.21 0.34 -0.97 -0.5194
H -0.06 1.41 0.73 0.0738
C -2.99 4.06 0.96 -0.9512
C -1.71 3.38 1.26 0.5496
N -0.68 2.88 1.43 -0.4930
H -3.74 3.36 0.60 0.1143
H -2.92 4.89 0.25 0.2596
H -3.36 4.50 1.89 0.4319
C -3.41 -1.96 -2.66 0.0989
C -4.66 -1.56 -3.28 0.0829
N -5.67 -1.28 -3.81 -0.5489
H -2.61 -1.32 -3.05 -0.3251
H -3.17 -2.99 -2.91 0.4818
H -3.49 -1.77 -1.59 0.2341
C 1.14 -4.99 -1.26 -0.0581
C 2.12 -4.53 -0.26 0.5282
N 2.92 -4.20 0.52 -0.6132
H 1.72 -5.36 -2.11 0.3008
H 0.47 -4.16 -1.47 -0.2765
H 0.53 -5.82 -0.88 0.2005
O -3.29 1.00 -2.41 -0.3242
S -3.75 2.42 -2.55 0.7899
O -3.11 3.52 -1.79 -0.5383
O -3.78 2.81 -4.18 -0.1710
C -4.33 4.08 -4.47 -0.5172
C -3.57 4.69 -5.72 -0.9571
C -5.63 2.39 -2.28 -1.2428
H -4.42 4.84 -3.70 0.4160
H -5.39 3.91 -4.67 0.4026
H -3.55 5.76 -5.54 0.3558
H -4.07 4.44 -6.66 0.3084
H -2.56 4.30 -5.73 0.1024
H -5.90 3.44 -2.40 0.4052
H -5.74 1.95 -1.29 0.4515
H -5.95 1.76 -3.11 0.3757
O 3.28 1.34 2.98 -0.3568
S 4.07 0.11 3.15 0.8512
O 5.46 0.16 3.60 -0.6222
O 3.20 -1.01 4.11 -0.1118
C 3.89 -2.12 4.63 -0.4607
C 4.46 -1.85 5.98 -1.2292
C 3.91 -0.80 1.48 -0.5333
H 4.66 -2.40 3.91 0.4576
H 3.15 -2.92 4.62 0.3505
H 5.06 -0.95 5.82 0.3429
H 5.20 -2.57 6.33 0.3853
H 3.77 -1.58 6.78 0.2810
H 2.95 -0.54 1.03 -0.1224
H 3.90 -1.86 1.74 0.2811
H 4.85 -0.57 0.96 0.4657
O 2.12 5.05 5.94 -0.5887
S 2.46 6.17 5.02 1.1597
O 3.60 7.00 5.33 -0.6103
O 2.69 5.59 3.50 -0.3511
C 1.88 4.50 3.09 0.2845
C 2.29 4.27 1.66 -1.1345
C 0.97 7.25 4.78 -0.8254
H 0.82 4.74 3.14 0.2810
H 2.14 3.67 3.75 0.0464
H 3.36 4.11 1.63 0.4298
H 2.00 5.17 1.12 0.4352
H 1.85 3.39 1.19 -0.0338
H 1.32 8.25 4.52 0.3235
H 0.34 7.22 5.67 0.3374
H 0.40 6.84 3.95 0.2570
O 3.85 -4.83 -3.68 -0.5718
S 3.48 -4.54 -5.09 1.1400
O 3.38 -5.58 -6.12 -0.5997
O 1.97 -3.77 -5.07 -0.3800
C 1.81 -2.59 -4.35 -0.3669
C 0.37 -2.15 -4.42 -0.6110
C 4.51 -3.21 -5.78 -0.9561
H 2.34 -1.77 -4.84 0.3932
H 2.12 -2.66 -3.31 0.3860
H 0.29 -1.13 -4.04 -0.2533
H -0.31 -2.71 -3.78 0.2047
H -0.10 -2.01 -5.40 0.5333
H 4.01 -2.87 -6.69 0.3290
H 5.39 -3.82 -6.00 0.4277
H 4.75 -2.50 -4.99 0.3297
O 1.60 3.96 -4.15 -0.6563
S 0.26 3.98 -3.52 1.3328
O -0.58 5.20 -3.38 -0.6375
O -0.69 2.92 -4.40 -0.2697
C -0.03 1.78 -4.97 -0.1086
C -1.14 0.91 -5.58 -0.7726
C 0.25 2.99 -1.99 -0.4597
H 0.46 1.13 -4.25 0.1859
H 0.74 2.07 -5.68 0.3713
H -1.90 1.54 -6.03 0.3259
H -1.63 0.37 -4.77 -0.1568
H -0.69 0.24 -6.31 0.3999
H 0.64 3.59 -1.16 0.3852
H 1.02 2.25 -2.20 0.2990
H -0.67 2.48 -1.73 -0.2108
O -1.07 1.69 7.27 -0.6289
S -0.22 0.55 6.85 1.1650
O -0.22 -0.63 7.71 -0.6370
O -0.69 0.12 5.34 -0.3158
C -0.04 -0.99 4.76 -0.3841
C 0.17 -0.82 3.26 -0.1777
C 1.52 1.23 6.55 -0.4109
H -0.66 -1.86 4.98 0.1830
H 0.89 -1.15 5.29 0.2289
H 0.72 0.10 3.11 -0.1652
H -0.84 -0.75 2.85 0.3314
H 0.67 -1.69 2.82 0.1939
H 2.30 0.46 6.48 0.0547
H 1.80 1.88 7.37 0.4903
H 1.38 1.93 5.73 0.0200
O -0.27 -4.36 1.19 -0.4453
S -1.63 -4.13 1.69 1.0638
O -2.14 -2.78 1.93 -0.5578
O -2.71 -4.85 0.61 -0.3303
C -2.31 -6.05 0.01 -0.1046
C -3.45 -7.06 -0.21 -1.3117
C -1.97 -5.16 3.20 -1.0149
H -1.53 -6.49 0.64 0.4016
H -1.69 -5.85 -0.86 0.1933
H -2.92 -8.00 -0.38 0.3821
H -4.15 -6.82 -1.00 0.3057
H -3.97 -7.23 0.73 0.3361
H -1.52 -6.14 3.03 0.3323
H -3.06 -5.25 3.28 0.3639
H -1.46 -4.65 4.02 0.3646
```